61
Properties=species:S:1:pos:R:3:forces:R:3:mulliken_charge:R:1 method="wB97M-V/def2-TZVPD" e_homo_ev=-8.47 smiles="CCOC(=O)c1cc(S(=O)(=O)NCC2CCN(Cc3cccc(C)c3)CC2)cn1C" energy_ha=-1720.35032 de_lowest_kcal_mol=32.2 gap_ev=9.15
C -1.1863 -3.8930 1.0236 0.255 0.137 -0.301 -1.17
C -0.7665 -3.6246 -0.4146 -0.304 -0.468 0.116 -0.28
H -0.4594 -4.5582 -0.8981 -0.085 0.172 0.000 0.36
H -1.5739 -3.1556 -0.9800 0.127 -0.069 0.031 0.35
O 0.3103 -2.6899 -0.4835 0.215 0.300 0.003 -0.31
C 1.5321 -3.1584 -0.1975 -0.065 -0.168 -0.020 0.41
O 1.7634 -4.3101 0.0969 -0.020 0.061 -0.010 -0.64
C 2.5314 -2.0986 -0.2970 -0.334 0.592 -0.206 -0.37
C 2.3572 -0.7838 -0.6990 -0.139 -0.371 0.057 -0.11
C 3.6087 -0.1693 -0.6194 0.337 0.414 -0.218 -0.12
C 4.5046 -1.1213 -0.1759 0.210 0.345 -0.096 -0.68
N 3.8552 -2.2807 0.0141 -0.178 0.289 -0.083 0.18
C 4.4538 -3.5069 0.4632 0.247 -0.686 0.212 -0.88
H 4.3120 -4.2918 -0.2803 0.057 0.074 0.082 0.30
H 5.5171 -3.3449 0.6275 -0.036 0.066 -0.017 0.33
H 3.9852 -3.8416 1.3894 0.084 0.031 -0.074 0.31
H 5.5570 -1.0088 -0.0098 0.230 -0.096 0.062 0.46
S 4.0623 1.5011 -0.9716 0.234 -0.392 0.481 1.33
O 5.4920 1.5262 -1.1106 -0.011 -0.092 0.286 -0.73
O 3.2506 2.0212 -2.0320 -0.244 -0.099 0.269 -0.63
N 3.6972 2.2717 0.4777 0.407 -0.312 -0.630 -0.19
H 4.5573 2.6294 0.8635 0.235 -0.030 0.001 0.36
C 2.6266 3.2532 0.4555 -0.646 0.109 -0.447 -1.71
H 2.7594 3.9495 -0.3826 -0.059 0.062 0.176 0.36
C 1.2647 2.5723 0.3178 0.008 0.337 0.454 1.25
C 0.1579 3.6202 0.2100 -0.015 -0.306 -0.275 -1.34
C -1.2052 2.9389 0.1275 0.143 0.314 0.091 -0.48
N -1.4124 2.1393 1.3170 -0.068 0.010 0.005 0.21
C -0.4405 1.0661 1.3848 0.263 0.073 0.230 -0.48
C 0.9621 1.6605 1.5056 -0.096 -0.196 -0.288 -1.16
H 1.7016 0.8608 1.5625 0.027 -0.023 0.063 0.31
H 1.0121 2.2468 2.4251 0.035 0.011 0.102 0.47
H -0.4902 0.4057 0.5004 -0.026 -0.034 0.043 0.38
H -0.6577 0.4613 2.2692 -0.015 -0.071 -0.048 0.40
C -2.7882 1.7177 1.5304 0.029 0.033 0.039 -2.08
C -3.3265 0.7263 0.5254 0.003 -0.018 0.084 0.87
C -3.3320 -0.6333 0.8074 0.006 0.068 0.040 -0.51
C -3.8040 -1.5402 -0.1247 0.009 -0.089 -0.017 -0.68
C -4.2581 -1.1007 -1.3547 0.004 0.003 0.005 -0.66
C -4.2632 0.2549 -1.6592 -0.026 0.024 -0.005 0.80
C -3.8027 1.1541 -0.7076 -0.018 -0.124 0.024 -0.28
H -3.8287 2.2122 -0.9281 -0.008 0.140 -0.027 0.31
C -4.7462 0.7345 -2.9946 0.060 -0.025 -0.028 -1.56
H -5.0748 1.7697 -2.9409 -0.041 0.059 -0.050 0.38
H -3.9395 0.6732 -3.7260 -0.007 0.030 -0.093 0.30
H -5.5696 0.1201 -3.3523 -0.060 0.007 -0.068 0.40
H -4.6235 -1.8124 -2.0815 -0.056 -0.066 -0.072 0.42
H -3.8282 -2.5939 0.1126 0.007 -0.105 0.027 0.61
H -2.9836 -0.9794 1.7703 0.038 -0.024 0.117 0.36
H -3.4047 2.6218 1.5222 -0.014 -0.069 0.051 0.56
H -2.8369 1.2822 2.5334 -0.079 0.032 -0.050 0.51
H -1.2523 2.3315 -0.7937 -0.051 0.048 -0.001 0.33
H -1.9899 3.6985 0.0810 -0.031 -0.048 -0.070 0.40
H 0.1771 4.2605 1.0940 -0.004 0.082 0.038 0.32
H 0.3111 4.2415 -0.6735 0.025 0.078 -0.042 0.45
H 1.2846 1.9826 -0.6023 -0.126 0.005 -0.025 -0.01
H 2.6664 3.8160 1.3915 0.048 -0.057 -0.024 0.52
H 1.4387 -0.3428 -1.0243 -0.267 0.061 -0.063 0.73
H -0.3780 -4.3808 1.5624 -0.001 -0.043 0.057 0.46
H -1.4309 -2.9573 1.5193 -0.082 0.087 0.075 0.16
H -2.0565 -4.5431 1.0343 -0.128 -0.070 0.027 0.39